{
  "formula": "C28H34F32NO5S",
  "method": "ωB97M-V/def2-TZVPD",
  "elements": ["C", "C", "N", "C", "C", "O", "C", "C", "C", "C", "S", "H", "H", "H", "H", "H", "H", "H", "H", "H", "H", "H", "H", "H", "H", "H", "H", "H", "H", "C", "C", "C", "F", "F", "F", "F", "O", "C", "C", "F", "F", "F", "F", "H", "H", "H", "H", "C", "C", "C", "F", "F", "F", "F", "O", "C", "C", "F", "F", "F", "F", "H", "H", "H", "H", "C", "C", "C", "F", "F", "F", "F", "O", "C", "C", "F", "F", "F", "F", "H", "H", "H", "H", "C", "C", "C", "F", "F", "F", "F", "O", "C", "C", "F", "F", "F", "F", "H", "H", "H", "H"],
  "xyz": [[0.680, 0.512, 1.391], [1.720, -0.653, 1.287], [2.312, -0.834, -0.068], [3.314, -1.939, -0.165], [3.051, -3.167, 0.783], [2.358, -2.865, 1.995], [1.179, -2.067, 1.736], [0.229, -2.759, 0.699], [-1.275, -2.288, 0.765], [-1.575, -1.408, -0.532], [-2.902, -0.173, -0.097], [0.794, 0.950, 2.410], [-0.372, 0.155, 1.336], [0.811, 1.270, 0.587], [2.569, -0.416, 1.971], [2.817, 0.038, -0.285], [1.600, -0.908, -0.803], [4.369, -1.558, -0.068], [3.246, -2.329, -1.211], [2.578, -4.015, 0.231], [4.056, -3.547, 1.090], [0.645, -1.948, 2.700], [0.233, -3.854, 0.933], [0.576, -2.688, -0.361], [-1.523, -1.711, 1.680], [-1.963, -3.161, 0.695], [-0.642, -0.847, -0.777], [-1.936, -2.030, -1.379], [-2.616, 0.129, 1.215], [9.042, 1.847, 1.707], [9.896, 0.914, 0.811], [10.000, 1.257, -0.680], [8.813, 1.231, -1.314], [10.783, 0.346, -1.305], [9.472, -0.358, 0.980], [11.159, 0.964, 1.306], [7.698, 1.442, 2.037], [6.634, 1.735, 1.181], [5.984, 0.466, 0.620], [6.854, -0.289, -0.062], [4.983, 0.779, -0.246], [7.018, 2.589, 0.228], [5.716, 2.386, 1.922], [9.546, 1.848, 2.675], [9.078, 2.884, 1.374], [10.451, 2.242, -0.825], [5.568, -0.147, 1.425], [5.634, -1.203, -4.905], [4.855, -2.146, -3.954], [4.974, -3.655, -4.196], [4.511, -4.035, -5.390], [4.237, -4.323, -3.268], [3.554, -1.764, -3.923], [5.345, -1.919, -2.699], [4.925, -0.574, -5.983], [4.760, -1.235, -7.213], [3.287, -1.518, -7.528], [2.706, -2.277, -6.578], [3.182, -2.189, -8.693], [5.530, -2.329, -7.259], [5.241, -0.403, -8.151], [5.935, -0.359, -4.281], [6.570, -1.646, -5.245], [6.012, -3.985, -4.103], [2.723, -0.586, -7.607], [-8.300, -0.289, -0.814], [-8.734, 1.024, -0.119], [-9.413, 2.094, -0.983], [-8.629, 2.550, -1.970], [-9.726, 3.167, -0.217], [-7.663, 1.542, 0.534], [-9.632, 0.671, 0.840], [-6.920, -0.435, -1.193], [-6.451, 0.051, -2.422], [-5.415, 1.165, -2.241], [-5.913, 2.210, -1.556], [-5.015, 1.637, -3.445], [-7.475, 0.404, -3.210], [-5.854, -0.992, -3.033], [-8.433, -1.066, -0.060], [-8.973, -0.569, -1.625], [-10.339, 1.711, -1.421], [-4.542, 0.795, -1.699], [-7.094, 3.511, 6.077], [-7.633, 2.186, 6.674], [-6.610, 1.160, 7.178], [-5.794, 0.708, 6.213], [-7.254, 0.074, 7.670], [-8.478, 1.621, 5.786], [-8.390, 2.535, 7.751], [-7.015, 3.643, 4.647], [-5.892, 3.187, 3.943], [-6.237, 2.050, 2.976], [-6.772, 0.994, 3.614], [-5.117, 1.606, 2.348], [-4.903, 2.876, 4.796], [-5.446, 4.236, 3.224], [-7.830, 4.266, 6.355], [-6.170, 3.832, 6.559], [-5.999, 1.581, 7.981], [-6.948, 2.384, 2.226]],
  "lumo_ev": -2.7,
  "e_tot_ha": -5111.91712,
  "spin_multiplicity": 1,
  "orbital_gap_ev": 9.195,
  "homo_energy_ev": -11.93,
  "total_charge": 1
}

---

{
  "formula": "C28H34N4O5",
  "method": "ωB97M-V/def2-TZVPD",
  "elements": ["C", "C", "N", "C", "C", "C", "C", "N", "C", "O", "C", "C", "C", "O", "C", "C", "O", "C", "C", "O", "C", "C", "C", "O", "N", "C", "C", "N", "C", "C", "C", "C", "C", "C", "C", "C", "C", "H", "H", "H", "H", "H", "H", "H", "H", "H", "H", "H", "H", "H", "H", "H", "H", "H", "H", "H", "H", "H", "H", "H", "H", "H", "H", "H", "H", "H", "H", "H", "H", "H", "H"],
  "xyz": [[3.006, -6.004, -0.682], [3.298, -4.558, -0.285], [2.156, -3.942, 0.335], [1.225, -3.194, -0.310], [0.214, -2.820, 0.551], [-0.928, -1.986, 0.309], [-1.232, -1.341, -0.831], [-0.513, -1.555, -2.035], [0.126, -0.590, -2.752], [0.432, -0.756, -3.916], [0.507, 0.623, -1.975], [1.095, 0.501, -0.722], [1.470, 1.638, -0.028], [2.027, 1.628, 1.217], [2.284, 0.385, 1.820], [1.272, 2.920, -0.582], [1.683, 3.937, 0.227], [1.251, 5.260, 0.005], [0.716, 3.027, -1.867], [0.563, 4.282, -2.400], [0.031, 4.401, -3.698], [0.338, 1.872, -2.546], [-2.494, -0.557, -1.007], [-3.181, -0.746, -2.000], [-2.876, 0.286, -0.016], [-2.027, 0.878, 0.989], [-1.860, 2.375, 0.714], [-3.153, 3.032, 0.670], [-3.016, 4.465, 0.528], [-3.947, 2.454, -0.399], [-4.151, 0.967, -0.128], [0.553, -3.396, 1.823], [-0.046, -3.376, 3.080], [0.568, -4.046, 4.115], [1.769, -4.733, 3.923], [2.386, -4.767, 2.691], [1.771, -4.093, 1.643], [3.885, -6.449, -1.140], [2.185, -6.040, -1.394], [2.731, -6.588, 0.192], [4.138, -4.524, 0.415], [3.563, -3.974, -1.171], [1.347, -2.962, -1.351], [-1.589, -1.857, 1.155], [-0.802, -2.360, -2.579], [1.274, -0.478, -0.313], [2.730, 0.616, 2.786], [2.989, -0.214, 1.233], [1.367, -0.195, 1.977], [1.712, 5.697, -0.882], [1.570, 5.812, 0.890], [0.164, 5.320, -0.086], [-0.993, 4.018, -3.753], [0.026, 5.470, -3.910], [0.652, 3.887, -4.437], [-0.093, 1.921, -3.532], [-1.046, 0.408, 0.980], [-2.496, 0.742, 1.970], [-1.261, 2.820, 1.512], [-1.316, 2.496, -0.239], [-2.449, 4.853, 1.373], [-2.502, 4.752, -0.403], [-4.006, 4.918, 0.532], [-3.458, 2.580, -1.382], [-4.917, 2.956, -0.427], [-4.690, 0.843, 0.817], [-4.711, 0.502, -0.940], [-0.975, -2.849, 3.241], [0.118, -4.044, 5.096], [2.220, -5.248, 4.757], [3.314, -5.301, 2.551]],
  "smiles": "CCn1cc(/C=C(\\NC(=O)c2cc(OC)c(OC)c(OC)c2)C(=O)N2CCN(C)CC2)c2ccccc21",
  "lumo_ev": 0.4,
  "e_tot_ha": -1682.57890,
  "de_lowest_kcal_mol": 55.7,
  "spin_multiplicity": 1,
  "orbital_gap_ev": 8.172,
  "homo_energy_ev": -7.79
}

---

{
  "formula": "C28H34N5O6V",
  "method": "ωB97M-V/def2-TZVPD",
  "elements": ["V", "C", "N", "C", "C", "O", "C", "O", "C", "C", "O", "N", "C", "C", "H", "H", "H", "H", "H", "H", "H", "H", "H", "H", "H", "H", "H", "H", "H", "H", "O", "C", "O", "C", "C", "C", "N", "C", "C", "C", "C", "C", "C", "C", "N", "C", "C", "C", "C", "C", "N", "H", "H", "H", "H", "H", "H", "H", "H", "H", "H", "C", "C", "C", "O", "C", "H", "H", "H", "H", "H", "H", "H", "H"],
  "xyz": [[0.576, 0.803, -0.071], [1.295, 4.826, -2.704], [0.660, 3.623, -3.240], [0.398, 3.645, -4.672], [0.420, 2.588, -2.444], [0.705, 2.600, -1.238], [-0.217, 1.334, -3.042], [-0.490, 0.408, -2.000], [-1.857, 0.047, -1.812], [-2.292, 0.520, -0.430], [-1.470, 1.133, 0.277], [-3.537, 0.295, -0.038], [-3.983, 0.708, 1.290], [-4.487, -0.501, -0.803], [0.760, 5.700, -3.073], [2.333, 4.879, -3.034], [1.261, 4.803, -1.621], [-0.311, 4.439, -4.907], [-0.007, 2.701, -5.024], [1.328, 3.838, -5.208], [0.467, 0.865, -3.753], [-1.133, 1.595, -3.574], [-1.943, -1.036, -1.872], [-2.476, 0.500, -2.588], [-3.172, 1.215, 1.801], [-4.286, -0.170, 1.862], [-4.837, 1.377, 1.191], [-4.235, -0.519, -1.859], [-5.476, -0.059, -0.702], [-4.517, -1.524, -0.423], [2.228, -4.812, 3.178], [1.973, -3.784, 3.826], [1.649, -3.589, 5.004], [1.984, -2.498, 2.953], [1.493, -1.300, 3.461], [1.278, -0.248, 2.589], [1.547, -0.379, 1.284], [2.169, -1.465, 0.815], [2.390, -2.562, 1.627], [2.616, -1.282, -0.568], [3.386, -2.214, -1.261], [3.887, -1.883, -2.501], [3.621, -0.618, -3.020], [2.825, 0.236, -2.289], [2.308, -0.081, -1.096], [0.759, 1.090, 2.893], [0.475, 1.547, 4.173], [0.017, 2.842, 4.335], [-0.154, 3.641, 3.212], [0.136, 3.110, 1.969], [0.588, 1.866, 1.802], [1.256, -1.271, 4.518], [2.821, -3.495, 1.287], [3.604, -3.172, -0.811], [4.499, -2.585, -3.050], [4.030, -0.301, -3.969], [2.605, 1.237, -2.641], [0.623, 0.897, 5.024], [-0.200, 3.226, 5.322], [-0.504, 4.660, 3.293], [0.006, 3.685, 1.061], [-1.247, -4.157, 0.489], [-1.291, -3.522, 1.876], [-1.602, -2.075, 1.544], [-0.987, -1.807, 0.261], [-0.605, -3.062, -0.347], [-2.257, -4.365, 0.127], [-0.679, -5.085, 0.469], [-0.324, -3.620, 2.367], [-2.036, -3.967, 2.532], [-1.217, -1.349, 2.260], [-2.684, -1.933, 1.440], [0.485, -3.134, -0.342], [-0.947, -3.059, -1.386]],
  "lumo_ev": [-2.9, -2.9],
  "e_tot_ha": -2756.45806,
  "de_lowest_kcal_mol": 0.0,
  "spin_multiplicity": 2,
  "orbital_gap_ev": [6.915, 6.165],
  "homo_energy_ev": [-9.79, -9.02],
  "total_charge": 1
}

---

{
  "formula": "C28H34N7O2",
  "method": "ωB97M-V/def2-TZVPD",
  "elements": ["C", "C", "C", "O", "N", "C", "C", "C", "N", "C", "N", "C", "C", "C", "C", "C", "N", "C", "C", "C", "C", "C", "C", "C", "N", "C", "O", "C", "C", "C", "N", "C", "C", "C", "N", "C", "C", "H", "H", "H", "H", "H", "H", "H", "H", "H", "H", "H", "H", "H", "H", "H", "H", "H", "H", "H", "H", "H", "H", "H", "H", "H", "H", "H", "H", "H", "H", "H", "H", "H", "H"],
  "xyz": [[-1.512, -2.843, -3.628], [-2.046, -1.837, -2.950], [-1.207, -0.949, -2.114], [0.010, -0.967, -2.142], [-1.942, -0.085, -1.338], [-1.413, 1.008, -0.659], [-0.256, 1.599, -1.148], [0.309, 2.696, -0.529], [1.605, 3.222, -0.965], [2.620, 2.152, -1.129], [3.475, 2.360, -2.098], [4.361, 1.368, -2.272], [4.325, 0.218, -1.521], [3.334, 0.104, -0.520], [3.125, -1.061, 0.270], [3.868, -2.233, 0.258], [3.335, -3.142, 1.089], [3.837, -4.465, 1.334], [2.212, -2.607, 1.677], [1.332, -3.173, 2.590], [0.276, -2.395, 3.018], [0.103, -1.091, 2.551], [0.973, -0.526, 1.643], [2.045, -1.290, 1.194], [2.500, 1.142, -0.322], [-0.291, 3.277, 0.585], [0.373, 4.345, 1.121], [-0.148, 4.952, 2.286], [-1.474, 2.728, 1.050], [-2.047, 1.587, 0.472], [-3.241, 1.092, 0.959], [-4.062, 1.954, 1.783], [-3.372, -0.314, 1.306], [-4.624, -0.948, 0.679], [-4.325, -1.597, -0.592], [-5.512, -1.672, -1.432], [-3.777, -2.927, -0.370], [-2.092, -3.482, -4.272], [-0.457, -3.049, -3.548], [-3.094, -1.590, -3.014], [-2.919, -0.345, -1.170], [0.221, 1.175, -2.014], [1.879, 3.894, -0.230], [1.568, 3.727, -1.862], [5.087, 1.529, -3.056], [5.022, -0.580, -1.705], [4.757, -2.461, -0.300], [3.092, -5.211, 1.053], [4.072, -4.589, 2.393], [4.740, -4.629, 0.750], [1.465, -4.180, 2.953], [-0.427, -2.800, 3.730], [-0.729, -0.510, 2.922], [0.834, 0.479, 1.282], [0.546, 5.753, 2.535], [-1.138, 5.376, 2.101], [-0.196, 4.242, 3.115], [-1.942, 3.162, 1.915], [-3.692, 2.040, 2.812], [-4.125, 2.943, 1.334], [-5.067, 1.538, 1.827], [-2.477, -0.850, 0.991], [-3.439, -0.398, 2.399], [-5.356, -0.160, 0.493], [-5.074, -1.661, 1.388], [-6.335, -2.212, -0.947], [-5.267, -2.188, -2.358], [-5.848, -0.664, -1.673], [-4.487, -3.579, 0.156], [-2.866, -2.859, 0.221], [-3.529, -3.383, -1.326]],
  "smiles": "C=CC(=O)Nc1cc([NH2+]c2nccc(-c3cn(C)c4ccccc34)n2)c(OC)cc1N(C)CCN(C)C",
  "lumo_ev": -2.4,
  "e_tot_ha": -1620.92982,
  "de_lowest_kcal_mol": 2.4,
  "spin_multiplicity": 1,
  "orbital_gap_ev": 7.785,
  "homo_energy_ev": -10.21,
  "total_charge": 1
}

---

{
  "formula": "C28H34N7O4S2Tc",
  "method": "ωB97M-V/def2-TZVPD",
  "elements": ["Tc", "C", "C", "C", "C", "C", "C", "C", "N", "N", "C", "C", "C", "C", "C", "C", "N", "C", "C", "C", "C", "C", "C", "N", "H", "H", "H", "H", "H", "H", "H", "H", "H", "H", "H", "H", "H", "H", "H", "H", "H", "H", "H", "H", "O", "C", "N", "C", "O", "C", "C", "C", "C", "N", "C", "H", "H", "H", "H", "H", "H", "H", "H", "O", "S", "N", "C", "S", "C", "O", "H", "H", "H", "H", "H", "H"],
  "xyz": [[0.847, 0.287, 0.517], [1.941, -2.456, -0.374], [2.587, -2.549, 1.002], [1.812, -2.097, 2.229], [1.915, -2.891, 3.362], [1.318, -2.509, 4.552], [0.612, -1.319, 4.587], [0.529, -0.576, 3.430], [1.107, -0.940, 2.273], [1.825, -1.066, -0.916], [3.176, -0.555, -1.319], [3.835, 0.115, -0.166], [5.203, 0.306, -0.088], [5.738, 0.816, 1.080], [4.884, 1.073, 2.150], [3.534, 0.877, 1.985], [3.002, 0.449, 0.822], [0.987, -1.027, -2.148], [0.744, 0.420, -2.485], [0.520, 0.877, -3.766], [0.337, 2.239, -3.969], [0.418, 3.096, -2.884], [0.640, 2.567, -1.627], [0.787, 1.249, -1.422], [0.943, -2.873, -0.335], [2.526, -3.045, -1.084], [3.566, -2.065, 1.009], [2.807, -3.606, 1.149], [2.483, -3.811, 3.312], [1.413, -3.126, 5.436], [0.135, -0.962, 5.489], [0.002, 0.365, 3.425], [3.072, 0.136, -2.154], [3.779, -1.394, -1.670], [5.834, 0.034, -0.924], [6.804, 0.980, 1.173], [5.262, 1.420, 3.101], [2.848, 1.050, 2.801], [0.052, -1.548, -1.963], [1.494, -1.545, -2.965], [0.489, 0.181, -4.594], [0.148, 2.622, -4.962], [0.307, 4.164, -3.001], [0.691, 3.193, -0.749], [-6.121, 0.116, -3.361], [-5.799, 1.488, -3.429], [-5.102, 1.812, -2.202], [-3.784, 1.576, -2.073], [-3.036, 1.266, -2.984], [-3.190, 1.706, -0.681], [-3.753, 2.301, 0.436], [-3.022, 2.311, 1.621], [-1.768, 1.737, 1.651], [-1.209, 1.166, 0.564], [-1.920, 1.168, -0.566], [-6.697, -0.116, -4.098], [-6.691, 2.112, -3.486], [-5.133, 1.712, -4.261], [-5.669, 1.920, -1.378], [-4.725, 2.777, 0.404], [-3.413, 2.777, 2.515], [-1.183, 1.765, 2.555], [-1.494, 0.739, -1.458], [0.755, 3.045, 3.643], [1.229, 3.190, 2.289], [1.038, 1.988, 1.417], [-1.792, -3.499, -0.482], [-1.907, -1.741, -0.216], [-3.006, -1.744, 1.184], [-0.514, -1.387, 0.378], [-1.409, -3.978, 0.419], [-1.149, -3.683, -1.340], [-2.797, -3.857, -0.713], [-3.964, -2.139, 0.840], [-3.138, -0.717, 1.518], [-2.587, -2.366, 1.974]],
  "lumo_ev": [-9.6, -10.3],
  "e_tot_ha": -2647.93253,
  "de_lowest_kcal_mol": 0.0,
  "spin_multiplicity": 2,
  "orbital_gap_ev": [7.188, 6.489],
  "homo_energy_ev": [-16.81, -16.81],
  "total_charge": 3
}

---

{
  "formula": "C28H34N9Sr",
  "method": "ωB97M-V/def2-TZVPD",
  "elements": ["Sr", "C", "N", "C", "C", "N", "C", "C", "N", "C", "C", "N", "C", "N", "C", "C", "C", "N", "C", "H", "H", "H", "H", "H", "H", "H", "H", "H", "H", "H", "H", "H", "H", "H", "H", "H", "H", "H", "H", "H", "H", "H", "H", "N", "C", "C", "C", "C", "C", "C", "C", "C", "C", "C", "C", "C", "N", "C", "C", "C", "C", "N", "H", "H", "H", "H", "H", "H", "H", "H", "H", "H"],
  "xyz": [[-0.201, 0.992, -0.448], [0.865, -1.110, 2.009], [2.181, -1.381, 1.496], [2.773, -2.696, 1.503], [4.009, -2.460, 0.679], [3.788, -1.159, -0.015], [4.955, -0.609, -0.683], [2.743, -0.537, 0.583], [2.267, 0.657, 0.407], [2.942, 1.656, -0.376], [2.423, 3.040, -0.151], [0.992, 3.255, -0.364], [0.491, 4.457, -0.280], [-0.834, 4.723, -0.472], [-1.789, 3.706, -0.792], [-1.268, 6.000, 0.095], [0.056, 6.767, -0.066], [1.025, 5.655, 0.102], [2.423, 6.075, 0.030], [0.756, -1.799, 2.878], [0.016, -1.351, 1.343], [0.820, -0.078, 2.325], [2.064, -3.422, 1.008], [2.975, -3.037, 2.499], [4.254, -3.202, -0.030], [4.858, -2.308, 1.381], [5.476, -1.405, -1.234], [5.632, -0.252, 0.118], [4.702, 0.154, -1.424], [2.896, 1.394, -1.453], [4.006, 1.638, -0.154], [3.090, 3.580, -0.863], [2.709, 3.329, 0.872], [-1.672, 3.219, -1.757], [-2.709, 4.240, -0.837], [-1.821, 2.986, 0.047], [-1.571, 5.930, 1.145], [-2.058, 6.322, -0.558], [0.184, 7.512, 0.747], [0.195, 7.200, -1.061], [2.642, 7.007, 0.623], [2.636, 6.369, -1.020], [3.130, 5.305, 0.258], [-3.792, -8.249, 1.970], [-3.641, -7.233, 1.460], [-3.520, -5.925, 0.846], [-3.386, -5.769, -0.555], [-3.097, -4.500, -1.058], [-2.951, -3.415, -0.184], [-3.243, -3.585, 1.199], [-3.528, -4.815, 1.686], [-2.277, -2.135, -0.661], [-3.098, -1.044, -0.416], [-4.507, -1.141, -0.155], [-4.949, 0.166, 0.043], [-3.796, 0.986, -0.066], [-2.715, 0.310, -0.343], [-0.959, -2.293, -1.170], [-0.242, -3.489, -1.285], [1.001, -3.177, -1.801], [1.033, -1.769, -1.954], [-0.138, -1.255, -1.607], [-3.319, -6.652, -1.181], [-2.942, -4.371, -2.138], [-3.202, -2.790, 1.897], [-3.764, -5.007, 2.733], [-5.053, -2.086, -0.185], [-5.982, 0.432, 0.164], [-3.845, 2.061, 0.089], [-0.585, -4.476, -1.080], [1.659, -4.011, -2.021], [1.783, -1.131, -2.338]],
  "lumo_ev": -3.0,
  "e_tot_ha": -1610.71361,
  "spin_multiplicity": 1,
  "orbital_gap_ev": 6.938,
  "homo_energy_ev": -9.90,
  "total_charge": 1
}